(1)
Entry from OMol25: 3 unconnected molecules or ions with the total composition C23H36NO5 (wB97M-V/def2-TZVPD).

net charge	-1
2S+1	1
electronic energy	-36163.0483	eV
molecular weight	406.54	g/mol
gap between HOMO and LUMO	6.629	eV

Last column: Mulliken charge in e.
Atoms and positions in Å:
1 C -0.0816 1.1419 -1.8367  -1.093
2 C 1.1642 0.5296 -1.1682  -0.682
3 C 1.1777 -1.0044 -1.1181  -0.169
4 C -0.0985 -1.6560 -0.5556  -1.018
5 C -0.7012 -1.0222 0.7117  -0.659
6 N -0.4331 -1.6916 1.9805  0.488
7 C -1.4025 -2.7314 2.3244  -0.746
8 C -2.5943 -2.0811 3.0775  0.369
9 O -3.6435 -1.8802 2.4280  -0.742
10 O -2.3430 -1.7957 4.2754  -0.736
11 C 0.9485 -2.1005 2.1754  -0.047
12 C 1.3378 -1.7239 3.5903  -0.223
13 O 1.5326 -2.5347 4.4665  -0.611
14 C 1.5107 -0.2495 3.8179  0.234
15 C 0.4498 0.5855 4.1597  0.063
16 C 0.6963 1.9461 4.3329  -0.642
17 C 1.9756 2.4547 4.1611  -0.425
18 C 3.0303 1.6215 3.8169  -0.637
19 C 2.7945 0.2637 3.6419  -0.233
20 H -0.6096 1.8006 -1.1436  0.101
21 H 0.1865 1.7585 -2.6978  0.389
22 H -0.7894 0.3847 -2.1725  0.306
23 H 1.2545 0.9239 -0.1528  0.415
24 H 2.0655 0.8552 -1.6944  0.609
25 H 2.0715 -1.3222 -0.5743  0.399
26 H 1.3104 -1.3654 -2.1429  -0.036
27 H -0.8545 -1.6336 -1.3435  0.541
28 H 0.1095 -2.7144 -0.3715  0.411
29 H -0.3994 0.0234 0.8252  -0.169
30 H -1.7881 -1.0095 0.5974  0.338
31 H -0.9254 -3.4015 3.0411  0.544
32 H -1.7327 -3.2838 1.4339  0.357
33 H 1.1027 -3.1794 2.0460  0.371
34 H 1.6108 -1.5628 1.4929  -0.189
35 H -0.5419 0.1536 4.2677  0.477
36 H -0.1268 2.6044 4.5814  0.417
37 H 2.1474 3.5169 4.2898  0.382
38 H 4.0294 2.0133 3.6744  0.382
39 H 3.5984 -0.4123 3.3717  0.437
40 C -3.5189 1.7463 1.6948  -0.184
41 C -4.0038 1.8649 0.2543  -0.325
42 C -3.8292 3.3592 0.0006  -0.585
43 O -2.7153 3.7802 0.7912  -0.497
44 C -2.3678 2.7337 1.7098  0.234
45 H -3.2064 0.7426 1.9881  -0.071
46 H -4.3043 2.0612 2.3854  0.357
47 H -3.3550 1.2885 -0.4100  0.015
48 H -5.0277 1.5245 0.1086  0.427
49 H -4.7176 3.9194 0.3165  0.317
50 H -3.6259 3.5982 -1.0457  0.318
51 H -1.4332 2.2673 1.3785  -0.107
52 H -2.2099 3.1597 2.7020  0.125
53 C 2.6097 -0.2949 -6.1488  -0.569
54 C 1.3591 -1.1261 -6.4280  -0.562
55 C 1.5877 -2.3345 -5.5288  -0.344
56 O 2.3279 -1.8609 -4.4050  -0.412
57 C 2.8113 -0.5418 -4.6593  -0.075
58 H 2.4962 0.7619 -6.3866  0.333
59 H 3.4570 -0.6851 -6.7175  0.270
60 H 0.4680 -0.5812 -6.1092  0.268
61 H 1.2362 -1.3988 -7.4755  0.347
62 H 2.1741 -3.1058 -6.0411  0.259
63 H 0.6596 -2.7849 -5.1748  0.258
64 H 2.2331 0.1687 -4.0582  -0.074
65 H 3.8560 -0.4839 -4.3511  0.303

***

(2)
Entry from OMol25: 6 unconnected molecules or ions with the total composition C23H37Br10FN3O3 in a non-equilibrium geometry (wB97M-V/def2-TZVPD).

net charge	+1
2S+1	1
electronic energy	-738186.4507	eV
molecular weight	1221.61	g/mol
gap between HOMO and LUMO	6.479	eV

Last column: Mulliken charge in e.
Atoms and positions in Å:
1 C -3.0996 -2.9443 7.4277  -0.427
2 C -2.5719 -1.6341 6.5569  -0.270
3 C -3.1289 -1.6736 5.0019  0.325
4 O -4.4496 -1.8083 4.8151  -0.518
5 O -2.1801 -1.5937 3.8660  -0.319
6 C -2.0550 -2.9317 3.2056  -0.182
7 C -2.4346 -2.7632 1.6177  -0.827
8 C -1.2095 -3.1911 0.5847  0.397
9 C -0.7076 -4.7387 0.5721  -0.300
10 N 0.3599 -5.1376 -0.3718  -0.869
11 N 0.8826 -4.1939 -1.1914  0.316
12 C 0.6495 -2.7210 -1.3619  0.499
13 C 1.4824 -1.8153 -2.4608  -0.576
14 C 2.1550 -0.4492 -1.8240  -0.412
15 C 1.4131 0.9025 -2.3942  0.712
16 F 1.2586 1.9847 -1.3790  -0.383
17 C -0.5318 -2.0551 -0.3819  0.116
18 N -0.9170 -0.5915 -0.3967  -0.381
19 C -0.1685 -0.0380 0.6483  0.748
20 O 0.7399 0.5420 1.4801  -0.464
21 H -3.3013 -2.6310 8.5417  0.283
22 H -2.2566 -3.7739 7.3300  -0.164
23 H -4.0611 -3.4107 6.8963  0.256
24 H -1.3842 -1.7073 6.5469  0.262
25 H -2.8479 -0.6156 7.0736  0.311
26 H -1.0181 -3.4448 3.4011  0.310
27 H -2.9081 -3.5969 3.7017  0.281
28 H -3.4563 -3.2709 1.3037  0.436
29 H -2.6060 -1.5949 1.4422  0.325
30 H -1.1707 -5.5718 1.2911  0.395
31 H 1.6217 -4.5708 -1.8643  0.337
32 H 2.3437 -2.5166 -2.8890  0.244
33 H 0.8177 -1.5277 -3.4094  0.340
34 H 2.2596 -0.4888 -0.6528  0.206
35 H 3.2685 -0.4134 -2.2441  0.376
36 H 2.1151 1.3588 -3.2437  -0.637
37 H 0.3914 0.6322 -2.9461  0.024
38 Br 0.6076 5.2486 -6.0812  -0.141
39 C -1.0602 4.3834 -5.5584  0.029
40 C -0.8410 3.4172 -4.4179  -0.669
41 Br -0.0236 1.7604 -5.0434  -0.104
42 H -1.4695 3.9104 -6.4557  0.400
43 H -1.7197 5.2000 -5.2508  -0.201
44 H -1.7962 3.1147 -3.9794  0.412
45 H -0.1948 3.8146 -3.6303  0.378
46 Br 2.3440 -1.2679 -6.7737  -0.143
47 C 3.2157 0.3766 -7.3562  -0.550
48 C 4.3548 0.7474 -6.4357  -0.568
49 Br 3.6947 1.5293 -4.7752  -0.065
50 H 2.4397 1.1448 -7.4181  0.311
51 H 3.5874 0.1603 -8.3619  0.363
52 H 4.9786 1.5241 -6.8871  0.343
53 H 4.9847 -0.1030 -6.1599  0.390
54 Br -1.9247 8.9857 -8.6723  -0.135
55 C -1.5429 9.5755 -6.8530  -0.586
56 C -1.2074 8.4057 -5.9579  -0.430
57 Br -2.8140 7.4261 -5.4444  -0.167
58 H -2.4116 10.1469 -6.5136  0.376
59 H -0.6854 10.2480 -6.9464  0.351
60 H -0.7730 8.7525 -5.0160  0.381
61 H -0.5285 7.6847 -6.4218  0.193
62 Br -2.0668 -6.0552 6.3714  -0.122
63 C -0.5529 -7.2597 6.6176  -0.526
64 C 0.2146 -6.9236 7.8747  -0.631
65 Br 1.3386 -5.3506 7.6163  -0.134
66 H 0.0537 -7.2001 5.7094  0.371
67 H -0.9932 -8.2584 6.6899  0.332
68 H 0.9084 -7.7295 8.1304  0.367
69 H -0.4291 -6.7183 8.7346  0.369
70 Br 3.4747 4.1198 5.6162  -0.148
71 C 2.8722 2.7319 4.3857  -0.593
72 C 1.4598 2.9921 3.9170  -0.056
73 Br 0.1610 2.5204 5.2936  -0.107
74 H 2.9891 1.7747 4.9018  0.386
75 H 3.5713 2.7742 3.5455  0.352
76 H 1.2128 2.3548 3.0632  -0.179
77 H 1.2765 4.0366 3.6496  0.383

***

(3)
Entry from OMol25: a molecular structure, C23H37ClN2Tc in a non-equilibrium geometry (wB97M-V/def2-TZVPD).

net charge	-2
relative energy (zero: lowest compared OMol25 entry of this formula, charge and spin)	0.7305	eV
2S+1	4
electronic energy	-42141.3671	eV
molecular weight	475.02	g/mol
gap between HOMO and LUMO (alpha / beta)	2.686 / 3.433	eV

Last column: Mulliken charge in e.
Atoms and positions in Å:
1 Tc 0.2621 -1.2228 1.3060  -0.354
2 Cl -1.2149 1.0842 0.6620  -0.589
3 C 1.4192 -1.4074 -0.7854  -0.011
4 C 1.3971 -1.2733 -2.2121  1.676
5 C 2.2086 -2.1259 -3.0306  -0.868
6 C 3.0326 -3.0904 -2.4142  1.213
7 C 3.1146 -3.1482 -1.0284  -1.101
8 C 2.3471 -2.2518 -0.2431  -0.234
9 H 0.7349 -0.5044 -2.6611  -0.273
10 H 2.2248 -2.0668 -4.1300  0.250
11 H 3.7558 -3.8865 -0.5311  0.173
12 H 2.4788 -2.2452 0.8413  -0.048
13 C 3.8174 -4.0791 -3.2256  -1.441
14 H 4.5605 -4.5624 -2.5830  0.334
15 H 4.3224 -3.5856 -4.0605  0.339
16 H 3.1560 -4.8539 -3.6313  0.234
17 C -1.7043 2.7975 -3.9027  -0.564
18 N -0.6760 2.2519 -3.0195  0.670
19 H -3.6199 1.6878 -4.5037  0.344
20 N -2.2036 0.6850 -3.1623  0.666
21 H -1.5872 3.7611 -4.3308  0.359
22 C 0.5118 2.8960 -2.2920  1.727
23 C 1.2301 3.7249 -3.3326  -1.886
24 C 0.0548 3.7637 -1.1104  -1.565
25 H 0.5459 4.4737 -3.7317  0.427
26 H 2.0889 4.2115 -2.8525  0.453
27 H 1.5939 3.0714 -4.1261  0.406
28 H 2.4518 2.4123 -1.4894  0.470
29 H 1.7192 0.9746 -2.1518  0.078
30 H -0.1601 3.1118 -0.2488  0.130
31 C 1.4976 1.8888 -1.6103  -1.480
32 H -0.8249 4.3475 -1.3719  0.340
33 H 0.8873 4.4422 -0.8643  0.390
34 H 1.1498 1.6270 -0.5978  0.218
35 C -2.6955 1.7818 -3.9867  -0.540
36 C -3.7026 -0.2455 -1.3067  -1.411
37 H -4.3511 0.6144 -1.4544  0.329
38 H -4.3266 -1.1231 -1.0688  0.403
39 C -2.8858 -0.5630 -2.5611  1.762
40 H -2.5356 -2.6006 -2.0411  0.543
41 C -3.7564 -1.0989 -3.6706  -1.965
42 H -3.1259 -1.3631 -4.5191  0.422
43 H -3.0132 -0.0572 -0.4713  0.052
44 H -1.5723 -1.5668 -1.0409  -0.121
45 H -4.4994 -0.3548 -3.9412  0.431
46 H -4.2478 -2.0042 -3.3012  0.457
47 C -1.9324 -1.6904 -2.0751  -1.429
48 H -1.0862 -1.8944 -2.7241  0.339
49 C -0.9169 0.9508 -2.9797  -1.091
50 C -0.8498 -1.5419 3.0353  -1.588
51 C 0.5281 -0.9778 3.4446  1.935
52 C 0.2598 0.3166 4.2246  -1.634
53 C 1.3760 -2.1218 4.1106  -1.395
54 C 1.6725 -0.6608 2.5080  -1.305
55 H -1.3409 -2.0274 3.9496  0.376
56 H -0.7795 -2.4072 2.2446  0.340
57 H -1.5923 -0.7900 2.6554  0.360
58 H -0.1772 0.0824 5.2239  0.371
59 H 1.2342 0.8344 4.3071  0.357
60 H -0.4036 0.9666 3.6081  0.261
61 H 1.4528 -2.9332 3.3410  0.078
62 H 2.3923 -1.6674 4.2686  0.341
63 H 0.8924 -2.4655 5.0575  0.512
64 H 2.6866 -0.2956 2.8187  0.331